DFT (ωB97M-V/def2-TZVPD) results for 19 unconnected molecules or ions with the total composition C35H92ClF3O28P2S.

Computed properties:
electronic energy = -145193.68930 eV
energy above the lowest of the compared OMol25 structures with the same formula, charge and spin = 0.0 kcal/mol
net charge = 0
gap between HOMO and LUMO = 8.268 eV

XYZ file:
```
162
C35H92ClF3O28P2S (ωB97M-V/def2-TZVPD)
C 1.54654 3.16620 1.83621
C 2.05370 1.95829 2.74609
C 0.85909 1.43236 3.67403
O 0.30440 0.20062 3.15481
C -0.50609 0.45988 2.02162
C -1.21656 -0.87508 1.46571
S -2.99043 -0.39127 1.55420
O -3.94084 -1.39348 1.08055
O -3.31287 -0.06674 2.95577
C -3.37297 1.18237 0.59083
F -4.37057 0.88044 -0.31743
F -2.31936 1.65476 -0.14157
F -3.90693 2.12417 1.41350
C -0.78550 -1.28197 -0.03501
O -0.85673 -0.64562 -1.04386
O -0.20340 -2.57180 -0.08822
C 0.47978 -2.69026 1.19209
C 1.81768 -1.85846 1.17797
C 2.66660 -2.00583 -0.13469
O 2.43352 -2.75604 -1.06131
C 3.98528 -1.14630 -0.25243
C 5.02737 -1.46111 0.76370
C 6.32199 -0.77820 0.74889
C 6.55877 0.25449 -0.27380
C 5.52291 0.54747 -1.27634
C 4.20934 -0.14160 -1.29644
P 1.02362 -4.42253 1.74060
O 0.97173 -4.57860 3.23266
O 2.62832 -4.74688 1.34268
O 0.17451 -5.63117 0.93736
C -0.71710 -2.20315 2.15146
P -1.93658 -3.69349 2.32964
O -2.62844 -4.03264 0.81590
Cl -3.47589 -3.18528 3.69265
H 1.30386 2.84504 0.78707
H 2.36427 3.93734 1.80032
H 0.63238 3.67947 2.25240
H 2.94212 2.21972 3.36807
H 2.30826 1.11493 2.04360
H 1.26727 1.27823 4.71659
H 0.05307 2.22260 3.77619
H 0.08770 0.89758 1.15911
H -1.24960 1.25763 2.31391
H 1.70703 -0.76215 1.38487
H 2.46144 -2.25697 2.02276
H 4.85059 -2.25465 1.53970
H 7.12142 -1.01557 1.49343
H 7.54530 0.77472 -0.29431
H 5.77434 1.30995 -2.04409
H 3.43029 0.05747 -2.06867
H 3.15416 -4.30346 2.04147
H 0.73039 -5.79199 0.13959
H -0.28655 -2.18417 3.18762
H -2.00026 -4.56435 0.28793
C -5.52193 -3.34187 -1.55782
O -4.89021 -3.74351 -0.35428
H -5.92038 -4.22529 -2.05801
H -6.34209 -2.65419 -1.33285
H -4.79164 -2.85306 -2.21156
H -4.54705 -2.94765 0.06840
C -2.56965 1.08871 -3.50948
O -2.22321 2.37565 -3.01181
H -2.38646 1.06531 -4.58305
H -1.95466 0.32959 -3.02042
H -3.62882 0.89339 -3.31923
H -2.39364 2.36346 -2.06497
C 4.53124 6.61228 1.98485
O 3.46861 5.70833 1.71029
H 5.21034 6.14887 2.69858
H 5.07350 6.83591 1.06319
H 4.12835 7.53345 2.41399
H 2.88011 6.13863 1.07912
C -3.17140 1.88018 5.63284
O -1.75293 1.75901 5.67870
H -3.51518 2.32821 6.56400
H -3.46165 2.52039 4.79474
H -3.62100 0.89367 5.52082
H -1.47635 1.35955 4.84644
C 4.70490 0.27292 5.33143
O 5.11059 0.69346 4.03164
H 5.04904 -0.74920 5.48986
H 5.14547 0.92009 6.08124
H 3.61474 0.30279 5.40668
H 4.79664 1.59780 3.91233
C 0.25246 0.74840 -6.75350
O 0.77878 1.94552 -6.19734
H 0.54259 0.68994 -7.80163
H 0.65631 -0.11441 -6.21712
H -0.83879 0.75789 -6.68015
H 0.50906 1.97383 -5.27221
C -6.88675 -5.15626 -4.85769
O -5.47071 -5.26761 -4.80017
H -7.24502 -5.66060 -5.75377
H -7.32800 -5.62930 -3.97609
H -7.17029 -4.10059 -4.89877
H -5.18325 -4.81307 -3.99873
C 1.55176 -2.64347 -4.65952
O 2.07759 -1.44772 -4.10205
H 1.84172 -2.70070 -5.70791
H 1.95295 -3.50930 -4.12675
H 0.46079 -2.63429 -4.58605
H 1.80618 -1.42321 -3.17666
C 3.86887 1.58857 8.80916
O 4.27287 2.02302 7.51448
H 4.21731 0.56764 8.95875
H 4.30839 2.23507 9.57253
H 2.77933 1.61277 8.88542
H 3.95402 2.92648 7.40433
C -6.42770 1.79553 -4.83668
O -7.03245 2.34585 -3.66853
H -6.99133 2.11854 -5.70942
H -5.39665 2.15163 -4.91924
H -6.44369 0.70722 -4.77948
H -6.51612 2.04542 -2.91270
C -7.43451 -4.53753 -8.66363
O -8.17327 -5.63553 -8.14694
H -7.52612 -3.69710 -7.97671
H -6.38159 -4.81513 -8.75637
H -7.83071 -4.24919 -9.64089
H -8.07464 -6.36296 -8.77100
C -8.91083 2.66974 -0.93708
O -9.51479 3.21910 0.22852
H -9.47391 2.99223 -1.81036
H -7.88053 3.02490 -1.02147
H -8.92543 1.57791 -0.88130
H -8.99977 2.92043 0.98572
C 3.45877 5.18060 5.07666
O 3.98569 3.87056 4.88146
H 2.50149 5.25575 4.56424
H 3.31434 5.35585 6.14616
H 4.14466 5.92436 4.66786
H 4.83009 3.83457 5.34701
C 8.23073 2.32635 -3.67853
O 7.54298 1.21825 -3.10356
H 8.14788 3.17792 -3.00482
H 9.28439 2.07489 -3.81472
H 7.77940 2.58117 -4.64108
H 7.63033 0.47905 -3.71617
C -8.92016 -0.32546 -6.66314
O -7.50642 -0.43892 -6.54986
H -9.30593 0.13850 -5.75646
H -9.17535 0.29788 -7.52392
H -9.36500 -1.31711 -6.77816
H -7.18711 -0.85065 -7.36061
C -6.78523 -0.64010 6.03321
O -5.36829 -0.73906 6.08219
H -7.13701 -0.20807 6.96892
H -7.08460 0.00516 5.20292
H -7.22355 -1.63342 5.90756
H -5.08017 -1.12344 5.24453
C 12.25149 1.29097 -4.30834
O 11.72092 1.83810 -3.10737
H 11.56408 1.50930 -5.12448
H 13.22297 1.74200 -4.52519
H 12.35936 0.20802 -4.20794
H 12.34356 1.63323 -2.40126
C 7.07769 -2.53313 5.43242
O 7.25778 -2.06507 4.10244
H 7.55902 -3.50510 5.52804
H 7.53407 -1.83369 6.13780
H 6.01105 -2.63626 5.64988
H 6.82437 -1.20440 4.04035
```